w.
Formula: C3H9S2
Source: the OMol25 dataset
Level of theory: ωB97M-V with the def2-TZVPD basis set

Atoms and positions in Å:
1 C 1.44957 -1.44125 -0.93664
2 C 1.36013 -0.03977 -0.31074
3 C -0.07923 0.47474 -0.10000
4 S -0.12523 1.87788 1.07754
5 H 2.49806 -1.71972 -1.06247
6 H 0.99306 -1.41733 -1.92961
7 H 0.94206 -2.16138 -0.29601
8 H 1.76348 -0.04627 0.70584
9 H 1.93445 0.64700 -0.93168
10 H -0.71720 -0.31081 0.30504
11 H -0.46599 0.79832 -1.07200
12 H -2.10352 1.40358 1.40977
13 S -3.22271 0.64653 1.87697
14 H -4.22694 1.28849 1.26396

Charge = -1
Gap between HOMO and LUMO = 6.525 eV
HOMO level = -0.1064 Ha

=====

x.
Formula: C3H9S2
Source: the OMol25 dataset
Level of theory: ωB97M-V with the def2-TZVPD basis set

Atoms and positions in Å:
1 C -2.30186 -1.14792 -1.75733
2 S -1.47275 -0.60486 -0.24457
3 H -3.35937 -1.44230 -1.61848
4 H -2.49088 -0.43204 -2.56867
5 H -1.78653 -2.00726 -2.18851
6 C 1.04568 0.37653 2.27709
7 S 2.02908 1.47125 1.25492
8 C 1.58926 0.89308 -0.39419
9 H 1.61940 -0.41122 2.75787
10 H 0.29132 -0.05923 1.62624
11 H 0.52181 0.92212 3.06429
12 H 1.80864 -0.14962 -0.60258
13 H 0.50719 0.98459 -0.49688
14 H 1.99901 1.60688 -1.10921

Charge = -1
Gap between HOMO and LUMO = 5.791 eV
HOMO level = -0.0884 Ha

=====

y.
Formula: C3H9S2
Source: the OMol25 dataset
Level of theory: ωB97M-V with the def2-TZVPD basis set

Atoms and positions in Å:
1 C 1.51855 2.52740 -1.69876
2 S 2.31719 2.99933 -3.44431
3 H 1.07669 1.52696 -1.94323
4 H 0.69296 3.20744 -1.41256
5 H 2.28011 2.89795 -1.07888
6 C -1.08379 -0.25705 0.53869
7 S -1.60437 -1.16180 1.90301
8 C -0.67045 -2.77436 1.65668
9 H -0.12005 0.19966 0.59098
10 H -1.16284 -0.79823 -0.38848
11 H -1.83087 0.65033 0.29844
12 H -1.41758 -3.52544 1.44171
13 H -0.10158 -2.88765 2.63465
14 H 0.10603 -2.60455 0.90208

Charge = -1
Gap between HOMO and LUMO = 4.719 eV
HOMO level = -0.0767 Ha

=====

What should be chosen as the most stable of them? Choose w.

=====

w.
Formula: C3H10N4
Source: the OMol25 dataset
Level of theory: ωB97M-V with the def2-TZVPD basis set

Atoms and positions in Å:
1 H -2.40593 -0.16019 1.18821
2 N -2.11981 0.71482 0.75511
3 C -0.89807 0.76434 0.31503
4 C -0.71910 2.27920 0.08351
5 N 0.74762 0.36524 0.18518
6 N 0.83681 -1.02788 0.19319
7 C 1.74605 -1.51133 -0.84096
8 N -0.53518 -1.40871 -0.00740
9 H -1.62144 2.87796 -0.04355
10 H -0.11724 2.76811 0.85680
11 H -0.19537 2.45771 -0.85709
12 H 1.26476 0.67892 1.00802
13 H 2.71828 -1.02034 -0.75209
14 H 2.04213 -2.54896 -0.64691
15 H 1.32877 -1.40040 -1.84969
16 H -0.64527 -2.42623 -0.08136
17 H -1.42700 -1.40225 0.49400

Charge = 0
Gap between HOMO and LUMO = 8.723 eV
HOMO level = -0.2866 Ha

=====

x.
Formula: C3H10N4
Source: the OMol25 dataset
Level of theory: ωB97M-V with the def2-TZVPD basis set

Atoms and positions in Å:
1 C -1.91170 -0.42400 0.38882
2 C -2.27310 0.83436 -0.23257
3 C -0.84277 0.44165 -0.07780
4 N 2.77029 1.44075 0.02664
5 N 1.10306 -1.61274 0.01641
6 N 2.15079 0.37488 -0.21582
7 N 1.80509 -0.51877 0.59865
8 H -1.96134 -0.62515 1.48196
9 H -2.09438 -1.44238 -0.01686
10 H -2.79391 0.93179 -1.21931
11 H -2.66483 1.85132 0.31388
12 H -0.23662 0.22727 -1.00558
13 H 2.85084 1.43136 1.04299
14 H -0.29074 1.02343 0.56346
15 H 1.17245 -1.74658 -0.89993
16 H 1.36517 -2.47453 0.50933
17 H 1.85169 0.28736 -1.27427

Charge = 0
Gap between HOMO and LUMO = 8.756 eV
HOMO level = -0.2901 Ha

=====

What should be chosen as the most stable of them? Choose x.